1.
Below is a structure of composition C35H32N6O2Pd, with properties calculated with ωB97M-V/def2-TZVPD.

The geometry in XYZ format:
```
76
Properties=species:S:1:pos:R:3
H 4.8011 1.0452 5.1568
H -2.0723 1.9202 -0.3735
C -1.9785 -0.0610 3.8858
H -0.1855 -1.2005 3.6910
C -2.8809 3.4491 -4.1072
H 4.7289 2.0736 -2.2441
C -1.0757 -5.5684 0.8372
C -1.5314 3.9121 -1.7369
H -4.0266 1.8192 0.4327
C -0.6200 -0.0098 1.9435
C -2.4836 4.8198 -2.1739
C -0.2469 1.2348 -0.8324
C -1.6487 1.2795 -4.4904
H 2.0336 3.4398 -1.8016
N 2.3122 0.0805 2.3927
C 4.0401 1.2516 -2.0926
H -2.1782 -0.4247 4.8841
H -1.4680 -3.0900 -1.4493
H 2.2943 2.0520 1.8287
H 3.7206 -2.0437 -2.8191
C 4.0986 0.7738 4.3805
N -1.3049 1.3749 -0.0081
H 3.3900 3.4365 -0.6874
H -4.3926 2.4864 2.0135
C 2.7824 -0.8681 3.2534
C 2.4980 2.8860 -0.9820
H 3.8925 2.7671 3.5918
C -0.9132 -4.3096 0.2245
N -0.3024 1.8173 -2.0387
H 5.2999 -0.1552 -3.1010
C -0.0784 -3.2557 0.7802
C -2.8463 0.8250 3.2670
O -0.1321 -2.0878 0.1412
C -2.3820 -5.0079 -1.5765
H -2.0100 -7.4908 0.7045
C 2.7070 1.3413 2.5289
C -1.8876 -6.5249 0.2287
C -0.8477 -0.4952 3.2160
H -2.3361 1.1969 -5.3289
H 4.0450 -1.3189 4.9133
N 1.3668 -2.3375 2.1432
H -2.6776 5.7158 -1.6001
C 3.6014 1.7296 3.5159
H -3.4047 3.2780 -5.0391
C 4.3622 -0.0076 -2.5827
H -0.9620 4.1131 -0.8366
C 2.8487 1.4904 -1.4179
C -3.5787 2.2497 1.3333
H 1.5746 -1.6691 -1.6277
H -0.6372 1.3038 -4.9057
H -1.7383 0.3735 -3.8881
C 3.6809 -0.5476 4.2488
C -1.4644 0.8689 1.2875
C -1.2856 2.7630 -2.4793
C -1.9461 2.5109 -3.6823
C 3.4829 -1.0665 -2.4221
C -2.6147 1.2966 1.9876
H -0.6749 -6.7259 2.2881
H -3.8955 5.2932 -3.7159
H 0.4256 1.5542 -2.6881
N 0.7913 0.5349 -0.4571
C 1.9767 0.4022 -1.2435
C 2.2446 -2.2188 3.0700
C -3.1586 4.5853 -3.3620
H -3.0974 3.1917 1.0582
O -0.4593 -5.8293 2.0031
C 2.2866 -0.8626 -1.7523
Pd 1.0131 -0.7755 1.0322
C -1.5879 -4.0575 -0.9843
H 2.5268 -3.0631 3.6885
H -2.8866 -4.7973 -2.5082
H -3.7332 1.1582 3.7894
H 1.7853 2.8998 -0.1581
H -3.1507 -7.0109 -1.4128
C -2.5282 -6.2508 -0.9599
N 0.6990 -3.4631 1.8257
```

Calculated values
LUMO energy: -0.2705 Eh
charge: +2
frontier orbital gap: 5.84 eV
multiplicity: 1
strongest force on any atom: 0.46 eV/A
HOMO level: -0.4850 Ha



2.
Below is a cluster of 2 separate species, C6H14O2 in total at a distorted geometry, with properties calculated with ωB97M-V/def2-TZVPD.

The geometry in XYZ format:
```
22
Properties=species:S:1:pos:R:3
H 0.0056 0.3465 -1.2178
H -1.9006 -0.0338 0.6107
H 0.1045 2.6544 2.5382
C -1.1332 -0.7339 0.3880
O 0.9218 0.5404 -3.4974
H 1.5993 1.2118 -3.3188
H -1.5415 -1.7839 0.3809
H -0.9423 1.3988 2.8776
C 0.6204 0.8141 1.5157
H 0.8092 -1.4031 1.2322
H 1.5194 -0.2237 -3.4788
C 0.0384 -0.6331 1.4099
H 0.9001 1.1394 0.5090
H -0.3571 -1.0144 2.3441
H -1.4360 -0.3184 -1.7164
H 0.7992 -1.4998 -2.4786
H 1.3193 0.5786 2.3126
H -0.9956 2.3706 1.2722
C -0.4130 1.8275 2.0231
C 0.2798 -1.7454 -1.5570
C -0.5991 -0.6484 -1.0759
O 0.4014 -2.8444 -1.0734
```

Calculated values
LUMO energy: 0.0200 Eh
frontier orbital gap: 10.37 eV
multiplicity: 1
strongest force on any atom: 3.97 eV/A
HOMO level: -0.3610 Ha
SMILES: CCCCCC=O.O



3.
Below is a structure of composition C12H13BrOPb at a distorted geometry, with properties calculated with ωB97M-V/def2-TZVPD.

The geometry in XYZ format:
```
28
Properties=species:S:1:pos:R:3
C 2.1659 -0.4385 -3.4746
C 0.8741 -0.4958 -4.0850
H 2.8206 -1.2992 -3.2757
H -2.0069 -0.0412 3.7647
H -1.7651 -2.0648 2.0418
C 0.9211 -0.3142 4.2433
C 0.9922 -0.9815 2.8971
H 3.4180 1.2998 -2.7557
C 0.3879 0.8464 -4.2141
H -1.9237 -1.1082 -0.4203
H 1.9219 -0.2152 4.7190
C 2.4791 0.9310 -3.2066
C 1.3812 1.7298 -3.6721
C -1.9582 -0.5045 0.4640
C -2.0177 0.0413 2.6801
H -2.6432 2.1708 2.3964
H 1.3285 2.8318 -3.6502
H 0.1654 -0.8988 4.8070
H 0.5478 0.7104 4.1042
Pb 0.6122 0.0763 -0.1495
H 0.3563 -1.4149 -4.4096
H -2.6321 1.5245 -0.2477
C -2.3692 0.8682 0.5789
C -1.8051 -1.0190 1.7873
C -2.3617 1.2148 1.9491
Br 0.9837 -2.5122 -0.7554
H -0.5668 1.1464 -4.6780
O 0.6939 -2.0833 2.5617
```

Calculated values
LUMO energy (spin up / spin down): 0.2082 / 0.2082 Eh
charge: -2
frontier orbital gap (spin up / spin down): 5.25 / 5.24 eV
multiplicity: 1
strongest force on any atom: 4.03 eV/A
HOMO level (spin up / spin down): 0.0154 / 0.0155 Ha



4.
Below is the molecule C10H11N5O2S at a distorted geometry, with properties calculated with ωB97M-V/def2-TZVPD.

The geometry in XYZ format:
```
29
Properties=species:S:1:pos:R:3
C 1.6627 0.7052 1.2959
C 1.4262 -1.8651 1.7753
O 0.1915 5.3576 1.9150
H 3.4242 1.7940 1.8275
H 1.2027 -1.4892 2.7995
C -3.3853 -1.4149 -1.1217
H -1.4852 1.9197 1.3419
H 2.2524 3.9470 2.1846
H 0.4697 -2.1311 -0.1761
N -2.3908 -1.4846 -0.2176
C 0.1967 -1.8705 0.8277
C 1.6596 3.0659 1.9062
H -3.3611 0.4753 -1.1310
S 2.6436 -0.7468 1.0222
O -1.6750 4.2753 1.9674
H -4.0947 -3.3062 -1.0624
H -0.5265 -2.6243 1.1823
H 1.8620 -2.9076 1.8902
H -1.9062 -2.3676 -0.2826
C -0.3959 1.9041 1.4090
C 0.2801 0.6982 1.1582
N -1.6923 -0.4386 0.3162
C 0.2892 3.1120 1.7020
N -4.0452 -2.4755 -1.6152
N -3.8554 -0.3203 -1.5095
N -0.4361 4.3246 1.8703
C -0.4813 -0.5422 0.7972
C 2.3274 1.8566 1.6994
H -4.8145 -2.2398 -2.2192
```

Calculated values
LUMO energy: -0.0283 Eh
frontier orbital gap: 7.82 eV
multiplicity: 1
strongest force on any atom: 4.60 eV/A
HOMO level: -0.3159 Ha
SMILES: [H]/N=C(/N)N/N=C1\CCSc2ccc([N+](=O)[O-])cc21



5.
Below is a cluster of 10 separate species, C54H138N10O17 in total at a distorted geometry, with properties calculated with ωB97M-V/def2-TZVPD.

The geometry in XYZ format:
```
219
Properties=species:S:1:pos:R:3
C -4.0451 0.5282 -6.9109
C -1.4357 -5.2254 7.0863
H -0.7263 2.8870 -1.4579
H -1.3081 -6.2884 0.4889
H -4.6683 1.3978 -6.7301
C 2.0566 -8.0324 2.5460
O -2.7194 4.5942 -0.1047
H 0.5168 -8.0755 4.0760
H 1.3794 -4.6817 2.6458
C -4.0913 -2.5598 0.7428
H -0.3463 4.6688 1.0069
H 4.7989 -0.5696 -2.1595
H -5.6665 -1.6478 -2.0816
H -5.3410 1.6474 3.0986
C -0.7058 2.0074 -2.0990
H -4.4644 -2.9993 1.6647
N -1.2326 6.4742 -3.6430
H -3.6869 -4.3000 3.9293
H 3.6276 -3.2110 -2.3868
H -1.7441 1.5022 5.0774
C -0.2297 8.8220 0.9350
H -1.4171 -0.8492 0.2992
H 2.4024 0.5845 -3.2748
H 3.7408 0.9929 5.6626
H 1.2328 -0.4321 1.4924
H -3.2910 -2.5408 4.0305
C 2.2660 -0.5235 -3.2242
H -1.5279 2.0730 -2.8623
H -5.1435 0.2471 -0.5746
C 1.2825 -3.9068 -1.4708
H -0.8592 9.1291 1.7542
C 3.3457 0.4192 4.8289
C 0.3623 2.6174 4.4339
C 1.3946 1.7284 5.1866
C -0.3486 -7.9247 2.1212
H 1.6674 -10.2579 3.3559
H 0.1600 2.2657 -5.3798
H 7.3463 -2.4990 -5.6565
H -0.5760 -6.6518 8.0375
H 2.0200 3.0960 1.2314
C -1.1442 5.2530 1.4774
H 2.2330 1.7946 -0.9966
H 3.1562 5.0187 0.3673
H -0.8933 -2.3023 2.2339
H 2.1312 -5.3346 -2.9626
H 2.4543 5.8868 -1.0476
H -0.7806 -2.9029 -2.4246
H -2.2026 3.4174 1.5422
H 7.7059 -0.6944 -5.8354
H -0.0181 -8.1519 1.0748
C 0.4599 -0.6668 -6.3922
C -0.0409 5.9834 -2.9332
H 1.7316 -5.0459 4.2905
C 1.1275 -0.8342 -4.1609
C -2.1207 -5.0822 5.7735
C -2.8884 1.2417 3.2167
H -1.3352 -5.3858 4.9891
H -1.0413 5.2596 2.5713
C 0.6829 10.8720 0.5158
N -0.5020 2.0073 3.4401
N -4.3281 -0.3741 -2.9911
H -4.6822 -0.0457 -7.6037
H -2.2264 -0.2086 -2.8717
H 0.9998 5.7195 -4.8668
C -2.2975 6.8529 -2.7614
C -2.9113 -3.5500 4.1839
C 5.8881 -1.1920 -3.8414
C -3.4525 7.2994 -3.6778
N 2.7450 1.0522 1.3290
O 0.0101 -4.5118 -1.4648
H -2.7648 -1.5071 -3.8201
H 1.9271 2.2618 6.0262
H 6.7462 -1.4649 -7.0283
C 6.9525 -1.4760 -5.9194
H 3.8334 2.8637 1.2977
H 4.0249 0.2456 -0.0589
C -0.8206 -3.9681 -2.4313
H 2.1752 -8.4378 1.5618
O -0.9219 0.8200 -1.3944
C 3.8649 0.2351 1.0542
H -4.3183 6.5091 -6.1579
H -4.9488 -0.6028 -3.7642
H -3.1016 -2.1541 0.8847
H -1.2677 -8.4599 2.3359
H -2.9730 -5.7533 5.7283
H 4.8008 0.6814 1.4786
C -2.9297 0.3971 -4.7974
H 1.5560 -3.5255 -0.4500
O 1.3500 -0.2009 -5.3949
H -1.2190 0.1218 4.1333
H 3.9864 4.9045 -1.1264
H 3.7265 2.5550 -1.1814
C -5.0030 0.6078 3.1016
H 0.7281 -1.7301 -6.6861
C -4.0663 4.0322 -0.3227
H -4.3120 4.2654 -1.3354
C 0.0359 7.3457 1.2257
H -0.2641 3.0743 5.1419
C -0.3637 -4.1467 7.2885
H 0.0213 1.5423 2.7038
H 5.9219 -2.2171 -3.5202
H 1.0335 -1.9202 -4.3450
H -0.6760 1.3778 0.5853
C 2.3968 -4.8792 -1.9353
H 2.8440 -8.3375 3.2333
H 4.6527 0.5553 -3.4727
H 0.6969 -2.7765 1.6242
H -2.6369 6.0132 -2.1483
O -3.8252 0.4137 3.8206
C 0.7497 -8.4974 3.0410
H -4.0748 2.9755 -0.1069
H 2.4182 0.9949 2.3064
H 1.6037 -6.4805 -0.8259
N -1.1910 6.6138 1.0139
H 4.4795 -4.6349 -2.2209
C -1.4316 -5.9032 1.5103
O -2.5463 -3.7562 5.5298
H -3.2503 4.8401 1.9008
H -0.1249 -2.1868 4.3957
C 4.6728 -0.5381 -3.2252
H 1.8032 4.9440 -3.6466
H -5.7600 0.0306 3.6771
H 1.6549 2.5870 -4.6187
C 2.8661 2.4673 0.9206
H 2.9928 -1.7451 0.9425
H 0.1406 -0.4821 -3.6784
H 0.9538 3.4031 3.9727
H 0.8159 1.0391 -0.3220
H -2.6713 0.7914 2.2293
H 0.0746 -1.3621 -0.4759
H -4.7962 4.6616 0.2113
H -0.5206 -0.6360 -5.9811
H 3.2980 -1.2222 2.6357
H -1.5240 5.6944 -4.2511
C -0.3184 -0.6477 0.2794
H -0.1321 -6.6759 6.5267
C -4.6175 -1.3461 -1.9860
C 4.7960 -3.1768 2.0584
C 0.7194 -1.9978 3.6718
H -4.8510 0.2819 2.0844
H 0.1630 -4.4997 3.9003
H -1.1292 -4.8503 1.4951
H -3.2190 2.2889 3.2081
H 5.7240 -3.5900 2.4116
O 2.3258 1.1810 4.2283
H -1.9527 7.6609 -2.1015
C 0.8256 5.1671 -3.9735
H 0.5224 -0.0462 -7.3170
N 3.7032 -4.0889 -1.9500
H 4.2330 0.3461 4.2665
H 0.7992 0.9365 5.6839
N -0.9478 -6.6134 7.1256
H -2.0699 -3.8246 3.5115
C -1.5118 1.1519 4.0361
O 0.9532 9.5247 0.7806
H -4.0732 -3.4045 0.0369
H 1.9884 -0.6188 -2.1462
H -3.0936 7.8889 -4.6089
H 0.4185 -4.2857 6.5548
H -1.5780 6.6661 0.1090
H 4.4493 -3.7752 1.1643
H 0.2898 2.1461 -2.6693
H 1.9956 -6.9142 2.5342
H 1.1473 3.6958 -5.9302
H -1.8638 0.4069 -5.1850
H 3.4418 -1.3437 -4.5892
O -4.0985 6.0524 -4.1174
C -0.2272 0.7694 -0.1925
H 0.3091 7.2241 2.2900
C -4.9231 6.3165 -5.2500
H -0.3185 5.3793 -2.1081
H 6.7863 -0.7179 -3.5259
C -4.5119 -0.6736 -0.6514
C 0.8196 3.0854 -5.1160
H -3.4752 -0.3437 -0.5194
H 3.0152 -0.5555 5.1838
H 0.0014 -4.1768 8.3077
O 5.7718 -1.1298 -5.2426
H 3.2964 -6.7319 -1.3279
H -2.2098 -5.0672 7.8614
H 0.4317 11.3522 1.4911
C 2.7850 2.6373 -0.5990
O 0.1456 3.9212 -4.1744
C -2.4072 4.4964 1.2985
O -0.4985 -6.5645 2.3336
H -2.4630 -6.1145 1.8509
H -0.4688 -4.3591 -3.3950
H -0.1712 10.9597 -0.1419
H -0.7695 8.9491 -0.0157
H -4.2307 7.8681 -3.1660
H -5.5375 7.2412 -5.0449
H 3.9466 -3.2226 2.7830
H -3.9677 -2.2633 -2.0993
H 2.9062 -5.6995 0.0047
H -1.8005 -4.5226 -2.3053
H 1.5767 11.2872 0.0128
O -4.9833 -1.5185 0.4028
O 2.1692 3.8436 -0.9700
H -0.8475 -3.1819 7.0549
C 2.9822 4.9696 -0.6761
C 0.1518 -2.0423 2.1920
O -3.8429 -0.2308 -5.7323
H 1.3731 -3.0531 -2.2441
O 4.9644 -1.8206 1.6993
H 0.0694 -10.3234 3.6461
N 0.7487 -9.9112 3.0233
H -3.1325 0.7531 -7.4330
H 0.4763 6.9185 -2.5758
C 3.6865 -1.2132 1.6050
O 1.7128 -3.0049 3.9183
C 2.5969 -6.0555 -0.9945
H 0.9048 7.0331 0.5510
C -2.9955 -0.4581 -3.5681
N 0.2466 -0.7344 1.5928
H -5.6135 5.4550 -5.3960
C 1.1919 -4.3557 3.6435
H 1.1256 -1.0309 3.9583
N 3.4743 -1.2409 -3.5790
H -3.2905 1.4183 -4.5132
```

Calculated values
LUMO energy: 0.0263 Eh
frontier orbital gap: 9.20 eV
multiplicity: 1
strongest force on any atom: 3.52 eV/A
HOMO level: -0.3119 Ha
SMILES: COC[C@H](C)N.COC[C@H](C)N.COC[C@H](C)N.COCCNCCOC.COCCNCCOC.COCCNCCOC.COCCNCCOC.COCCNCCOC.COCCNCCOC.COCCNCCOC



6.
Below is a structure of composition C46H37I2N4O4W at a distorted geometry, with properties calculated with ωB97M-V/def2-TZVPD.

The geometry in XYZ format:
```
94
Properties=species:S:1:pos:R:3
C 1.1979 -1.2088 -4.0355
H 3.2752 5.2956 -3.4886
C 6.4587 -0.8404 1.4737
W 0.4737 -0.1936 0.2648
H -1.4562 1.9214 -1.7560
H -5.3595 -2.6439 -2.1961
H 2.1595 -5.6380 2.0932
H -4.6316 0.4126 0.1805
C -1.6837 -0.6041 2.3756
C -0.0685 5.8411 1.1778
H -0.5911 2.9320 -2.8812
H 1.2281 -7.7272 1.1590
C -4.0342 -0.3179 2.1217
H -0.9916 -5.4647 -1.7093
N 0.6051 -0.7361 2.3659
H -4.5998 -3.3233 0.0603
H 1.5515 -3.4707 1.1260
O 4.8285 -0.6447 -0.1653
H -2.3114 0.5110 -0.6605
H 1.9076 -2.7828 -1.5903
C 0.9508 -6.7727 0.7333
I -0.4335 2.8509 3.4986
C -3.3701 -2.4292 -2.9629
C -2.5208 -3.1712 -0.4287
H 5.2221 3.8361 -3.0325
C -0.2874 3.8909 -0.2266
H 1.0973 4.8099 -2.4730
H -2.1883 -3.5173 0.5444
C -0.2929 -5.4964 -0.8817
C -1.4485 5.9879 1.1979
H 2.8005 1.3854 -0.5271
O 0.3700 1.5656 -0.0455
C 0.9358 -2.6622 -2.0813
C -2.0096 -2.5270 -2.6878
H -5.0391 -0.3753 2.5197
H 7.1814 -0.7572 0.6737
C 4.1118 2.5102 -1.7656
H -1.3055 -2.3550 -3.4918
H 0.3660 1.9971 -4.5808
C -1.5768 -2.8923 -1.4191
C 0.8318 -1.2885 -2.7032
C -0.4585 2.1724 -2.1135
H 3.8360 -1.1555 4.2970
C 0.5091 4.7996 0.4699
C 5.9108 -1.1190 3.8184
H 1.3824 0.0507 -5.7658
N 1.8244 -1.0569 2.8629
N -1.4735 -0.1455 1.1169
H -2.3284 3.3804 -0.7491
O 2.2474 -0.4519 0.7249
C -3.8153 0.1256 0.8279
C 1.9360 4.1515 -2.2794
H 1.5592 -2.1025 -4.5253
C 1.7789 3.0392 -1.4515
C 4.2595 3.6087 -2.5955
H 6.2366 -1.2423 4.8410
H 1.5861 4.7064 0.4440
C 0.0722 -6.7195 -0.3397
I 2.1533 2.5839 2.9921
C 1.1229 -4.3745 0.7082
O 0.1222 -1.9260 -0.0688
H 7.9079 -1.0385 3.0163
C 2.7375 -0.8468 1.9724
C 5.1092 -0.7908 1.1457
H 0.5604 6.5468 1.7038
H -0.3360 -7.6316 -0.7532
C -2.5184 0.1948 0.3526
C 0.3691 2.7542 -0.9742
H -1.8987 6.8101 1.7378
C -2.9495 -0.7005 2.9069
C 1.4735 -5.5997 1.2576
C 0.1907 0.9662 -2.7350
N 0.3897 -0.1874 -2.0135
C 6.8516 -1.0015 2.7843
C -3.8743 -3.0704 -0.7025
C 1.0843 -0.0215 -4.7280
H -3.3239 5.2134 0.5036
C -1.6729 4.0445 -0.1993
C -0.4525 -0.9495 3.0594
C -0.1147 -3.0077 -1.0357
C 0.5318 1.0611 -4.0671
C 3.1670 4.4289 -2.8505
C -4.3022 -2.6947 -1.9721
H 0.9172 -3.4028 -2.8800
C 2.8728 2.2248 -1.2018
H 4.9584 1.8744 -1.5412
H 3.8821 -0.6298 -0.3254
C 4.1419 -0.9016 2.1759
C 4.5805 -1.0727 3.5176
H -3.0832 -1.0603 3.9183
H -0.3963 -1.3589 4.0613
C -2.2494 5.0886 0.5082
C 0.2313 -4.3191 -0.3580
H -3.6981 -2.1732 -3.9615
```

Calculated values
LUMO energy: -0.3844 Eh
charge: +3
frontier orbital gap: 5.46 eV
multiplicity: 1
strongest force on any atom: 1.81 eV/A
HOMO level: -0.5852 Ha